(1)
# C24H48AgBr6F6NO22S2

A structure of composition C24H48AgBr6F6NO22S2 in a non-equilibrium geometry (wB97M-V/def2-TZVPD, the Open Molecules 2025 dataset).

Calculated values
Frontier orbital gap (spin up / spin down): 8.24 / 2.72 eV
<S²>: 0.753
E_LUMO (spin up / spin down): -0.14070 / -0.34340 Ha
Net charge: +1
Energy: -534418.958 eV
Multiplicity: 2

Each line ends with the Löwdin charge.
Geometry (Å):
Ag 2.642 -0.513 -3.296  0.7598
C 2.064 -1.477 0.772  -0.6019
F 0.870 -1.910 0.240  0.0923
F 2.052 -1.237 2.039  0.1899
F 2.966 -2.435 0.489  0.1211
S 2.590 0.182 -0.141  0.7207
O 2.528 1.288 0.817  -0.3330
O 3.959 -0.096 -0.627  -0.3407
N 1.565 0.252 -1.558  -0.3582
S 0.280 0.944 -0.903  0.6450
O -0.065 0.791 0.542  -0.3807
O 0.094 2.388 -1.324  -0.3319
C -1.053 -0.089 -1.931  -0.5815
F -2.268 0.303 -1.513  0.0330
F -0.933 0.206 -3.242  0.1109
F -0.866 -1.425 -1.821  0.1127
Br -3.525 1.170 0.960  0.6961
C -2.873 3.037 0.807  -0.6166
C -3.698 3.676 -0.329  -0.6714
Br -3.168 5.519 -0.800  0.6928
H -1.819 3.000 0.531  0.0264
H -2.986 3.572 1.750  0.0525
H -4.753 3.657 -0.054  0.0518
H -3.680 3.085 -1.245  0.0414
Br -0.508 2.418 3.903  1.1291
C 1.360 3.003 3.603  -0.5255
C 1.860 3.944 4.722  -0.6019
Br 3.721 4.625 4.383  0.7185
H 1.413 3.515 2.642  0.0517
H 1.975 2.103 3.590  0.0764
H 1.958 3.345 5.628  0.0565
H 1.185 4.767 4.954  0.0557
Br -4.572 -1.394 -4.526  0.7156
C -6.123 -0.627 -3.479  -0.5781
C -5.643 -0.131 -2.147  -0.6433
Br -5.280 -1.594 -0.840  0.6901
H -6.858 -1.415 -3.313  0.0619
H -6.552 0.226 -4.005  0.0727
H -6.454 0.536 -1.853  0.0744
H -4.745 0.485 -2.185  0.0292
C 0.789 5.291 -0.139  0.0012
C 0.648 6.407 0.958  -0.2649
C -0.455 7.469 0.798  -0.1512
O -1.038 7.624 2.027  0.0896
C -0.749 6.539 2.807  -0.4754
O -1.152 6.210 3.916  0.1171
O 0.184 5.789 2.152  0.0169
H 1.455 4.557 0.314  0.0740
H 1.298 5.753 -0.985  0.0902
H -0.115 4.876 -0.583  0.0423
H 1.574 6.932 1.192  0.1542
H -1.175 7.227 0.016  0.0636
H 0.024 8.407 0.518  0.1419
C -3.069 -2.555 1.871  -0.0493
C -1.795 -2.231 2.618  -0.3674
C -1.950 -2.407 4.170  -0.0308
O -0.655 -2.940 4.440  0.0875
C 0.001 -3.289 3.343  -0.5092
O 1.119 -3.855 3.374  0.1073
O -0.733 -2.974 2.303  0.1213
H -2.876 -2.538 0.798  0.0412
H -3.929 -1.899 2.007  0.0641
H -3.519 -3.506 2.155  0.0964
H -1.637 -1.175 2.395  0.1272
H -2.794 -3.074 4.347  0.1368
H -2.022 -1.425 4.638  0.1319
C 6.036 -1.044 2.462  -0.0056
C 6.262 0.384 2.004  -0.3039
C 5.310 1.445 2.520  -0.1191
O 6.155 2.433 3.057  0.0540
C 7.414 2.048 3.142  -0.5617
O 8.344 2.669 3.608  0.1530
O 7.488 0.817 2.616  0.0781
H 5.904 -0.997 3.543  0.0962
H 6.859 -1.725 2.246  0.0920
H 5.208 -1.629 2.062  0.0700
H 6.459 0.521 0.941  0.1502
H 4.712 0.863 3.221  0.1284
H 4.700 1.798 1.688  0.1123
C -3.205 -4.253 -1.137  -0.0585
C -3.732 -5.335 -2.117  -0.2635
C -4.753 -4.710 -3.035  -0.0887
O -4.328 -5.412 -4.214  0.1096
C -3.153 -5.902 -4.151  -0.6998
O -2.614 -6.496 -5.082  0.1327
O -2.671 -5.625 -3.024  0.1182
H -3.021 -3.307 -1.647  0.0377
H -2.274 -4.639 -0.722  0.0967
H -3.887 -3.987 -0.328  0.0315
H -4.107 -6.214 -1.593  0.1667
H -4.685 -3.622 -3.059  0.0259
H -5.750 -4.954 -2.668  0.1447
O -1.886 -2.999 -4.574  -0.0665
H -1.447 -3.789 -4.261  0.0452
H -2.384 -2.685 -3.819  -0.0468
O 2.506 -5.186 1.178  -0.0535
H 3.393 -4.842 1.072  0.0190
H 2.081 -4.573 1.778  -0.0264
O 1.672 0.782 -4.961  -0.0719
H 1.969 1.546 -5.456  0.0630
H 0.849 0.529 -5.380  0.0473
O 5.052 -0.984 -2.958  -0.0735
H 5.488 -0.759 -2.136  0.0356
H 5.497 -1.777 -3.257  0.0548
O 2.906 -2.602 -2.561  -0.0869
H 2.329 -3.191 -2.075  0.0640
H 3.769 -3.013 -2.506  0.0551
O 0.775 -1.941 -4.239  -0.0837
H 0.790 -2.879 -4.427  0.0508
H -0.122 -1.671 -4.439  0.0078

---

(2)
# C24H48AgCuNO15S5

A structure of composition C24H48AgCuNO15S5 in a non-equilibrium geometry (wB97M-V/def2-TZVPD, the Open Molecules 2025 dataset).

Calculated values
Frontier orbital gap (spin up / spin down): 9.69 / 6.29 eV
<S²>: 0.753
E_LUMO (spin up / spin down): -0.16502 / -0.29019 Ha
Net charge: +2
Energy: -160663.973 eV
Multiplicity: 2

Each line ends with the Löwdin charge.
Geometry (Å):
Cu -2.709 -15.724 17.892  0.8551
Ag -1.414 -10.414 16.626  0.8325
N -3.120 -13.283 18.704  -0.4951
O -3.258 -12.073 18.638  0.0876
O -2.894 -14.055 19.614  0.0533
O -3.117 -13.849 17.514  -0.0888
C -1.915 -13.880 12.631  -0.2008
C -0.479 -13.509 12.369  -0.2048
C 0.297 -13.685 13.665  -0.1910
S -0.862 -13.419 15.015  0.7189
O -0.523 -12.199 15.718  -0.4261
O -0.964 -14.581 15.893  -0.3257
C -2.345 -13.255 14.031  -0.1963
H -2.085 -14.981 12.722  0.1231
H -2.664 -13.618 11.883  0.1224
H -0.364 -12.485 11.932  0.1421
H -0.061 -14.258 11.687  0.1276
H 1.121 -13.003 13.776  0.1118
H 0.594 -14.695 13.842  0.1029
H -2.495 -12.183 13.691  0.1328
H -3.224 -13.616 14.501  0.0450
C -0.913 -19.008 22.058  -0.2196
C -1.863 -18.044 22.771  -0.1913
C -2.687 -17.230 21.816  -0.1966
S -1.986 -17.668 20.245  0.7379
O -1.735 -16.469 19.445  -0.3813
O -2.960 -18.559 19.702  -0.2829
C -0.423 -18.459 20.736  -0.1651
H -1.292 -20.005 21.896  0.1197
H -0.071 -19.165 22.755  0.1371
H -1.269 -17.262 23.186  0.1145
H -2.466 -18.493 23.539  0.1303
H -2.480 -16.179 21.960  0.1126
H -3.720 -17.491 21.643  0.1153
H 0.371 -17.715 20.862  0.1254
H -0.107 -19.174 19.977  0.1208
C -8.542 -13.125 16.139  -0.1698
C -8.832 -13.710 14.698  -0.1867
C -7.623 -13.272 13.848  -0.2313
S -6.175 -13.344 14.902  0.6973
O -5.465 -12.063 14.923  -0.3461
O -5.399 -14.538 14.594  -0.3570
C -7.089 -13.528 16.471  -0.2172
H -9.215 -13.467 16.884  0.0950
H -8.591 -12.020 16.067  0.1281
H -9.766 -13.333 14.212  0.1317
H -8.945 -14.765 14.636  0.0972
H -7.754 -12.209 13.572  0.1156
H -7.495 -13.905 12.972  0.1073
H -6.624 -12.851 17.164  0.0621
H -6.999 -14.533 16.834  0.0991
C -3.843 -19.867 14.159  -0.1983
C -3.854 -20.339 15.606  -0.1892
C -2.473 -19.988 16.226  -0.1788
S -2.096 -18.361 15.506  0.7910
O -0.751 -18.311 15.011  -0.2789
O -2.601 -17.285 16.495  -0.4148
C -3.311 -18.448 14.219  -0.2263
H -4.826 -19.913 13.758  0.1151
H -3.183 -20.444 13.509  0.1303
H -3.972 -21.413 15.720  0.1251
H -4.688 -19.818 16.087  0.1275
H -1.670 -20.662 15.929  0.1164
H -2.516 -19.870 17.317  0.0938
H -2.760 -18.075 13.338  0.1200
H -4.111 -17.757 14.500  0.1135
C -5.179 -9.174 16.250  -0.2340
C -4.705 -8.173 15.189  -0.2054
C -3.816 -7.101 15.803  -0.2096
S -3.438 -7.715 17.432  0.6998
O -3.233 -6.634 18.312  -0.2551
O -2.411 -8.787 17.394  -0.4579
C -4.976 -8.554 17.627  -0.2275
H -4.489 -10.054 16.273  0.0913
H -6.213 -9.499 16.236  0.1179
H -5.563 -7.651 14.712  0.1300
H -4.248 -8.799 14.395  0.1219
H -4.326 -6.137 15.978  0.1260
H -2.908 -6.947 15.198  0.1231
H -5.708 -7.768 17.843  0.1233
H -4.981 -9.312 18.437  0.1268
O -7.302 -12.416 19.239  0.0430
C -7.072 -12.726 20.415  -0.5313
O -7.919 -13.170 21.264  0.0297
C -9.298 -13.345 20.830  -0.1999
C -9.845 -14.500 21.551  -0.0708
C -5.688 -12.614 21.085  0.0370
H -9.323 -13.446 19.776  0.0996
H -9.850 -12.473 21.084  0.1269
H -10.280 -14.330 22.560  0.0971
H -9.064 -15.304 21.608  0.1008
H -10.661 -14.866 20.911  0.0881
H -5.261 -11.645 20.777  0.0894
H -5.027 -13.429 20.828  0.0546
H -5.813 -12.656 22.170  0.0899